[1]
DFT (ωB97M-V/def2-TZVPD) results for a structure of composition C19H29F5GaNO2P2.

E_LUMO   0.02 eV
HOMO energy   -0.229 Ha
E   -4053.349092 Ha
Relative energy (zero: lowest compared OMol25 entry of this formula, charge and spin)   0.037 eV
Spin multiplicity   1
Gap between HOMO and LUMO   6.2 eV

Element x y z (Å)
1 C 1.25 -3.88 -0.29
2 C 1.18 -2.52 0.10
3 N 0.10 -1.76 -0.33
4 C -0.84 -2.29 -1.13
5 C -0.76 -3.62 -1.55
6 C 0.29 -4.42 -1.12
7 C 2.18 -1.89 0.89
8 P 1.91 -0.26 1.51
9 Ga 0.10 0.32 0.11
10 P -1.69 0.34 -1.35
11 C -2.03 -1.44 -1.54
12 C 0.09 2.25 0.63
13 C -0.27 2.58 1.93
14 C -0.38 3.93 2.29
15 C -0.20 4.94 1.34
16 C 0.20 4.60 0.04
17 C 0.38 3.26 -0.30
18 O 3.83 -1.32 -1.66
19 O 1.72 -0.65 -3.22
20 H 2.10 -4.46 0.09
21 H -1.55 -3.97 -2.22
22 H 0.34 -5.46 -1.44
23 C 1.58 -0.34 3.29
24 C 3.40 0.75 1.27
25 H -2.27 -1.63 -2.60
26 H -2.92 -1.70 -0.93
27 H 3.54 -1.70 -0.81
28 H 3.01 -2.51 1.23
29 C -3.26 1.17 -1.04
30 C -1.07 0.84 -2.98
31 H -0.46 1.80 2.68
32 H -0.63 4.16 3.33
33 H -0.37 5.98 1.61
34 H 0.35 5.38 -0.71
35 H 0.74 2.98 -1.30
36 H 2.07 1.10 -1.39
37 H 2.10 -0.26 -4.02
38 H 2.49 -0.91 -2.65
39 H 4.50 -1.93 -2.01
40 H 1.31 0.97 -1.51
41 H 2.50 -0.64 3.82
42 H 1.26 0.64 3.66
43 H 0.80 -1.08 3.49
44 H 4.18 0.45 1.99
45 H 3.79 0.63 0.25
46 H 3.16 1.81 1.45
47 H -1.81 0.54 -3.75
48 H -0.96 1.93 -3.00
49 H -0.10 0.36 -3.19
50 H -3.90 1.08 -1.93
51 H -3.76 0.71 -0.17
52 H -3.06 2.23 -0.82
53 F -2.93 0.77 2.08
54 C -2.74 -0.49 1.61
55 F -1.61 -0.98 2.21
56 C -3.93 -1.38 1.95
57 F -4.18 -1.48 3.28
58 F -5.05 -0.88 1.35
59 F -3.70 -2.64 1.47

[2]
DFT (ωB97M-V/def2-TZVPD) results for a structure of composition C28H29CuN5S3Si.

E_LUMO   2.09 eV
HOMO energy   -0.133 Ha
Net charge   -1
E   -4482.778062 Ha
Relative energy (zero: lowest compared OMol25 entry of this formula, charge and spin)   0.244 eV
Spin multiplicity   1
Gap between HOMO and LUMO   5.7 eV

Element x y z (Å)
1 Cu 0.02 0.08 0.32
2 C -0.51 2.40 3.19
3 C -1.67 2.03 2.32
4 N -1.58 1.44 1.19
5 C -2.79 1.18 0.61
6 C -3.86 1.61 1.33
7 S -3.33 2.36 2.78
8 C -2.78 0.43 -0.65
9 C -3.81 0.18 -1.49
10 S -3.27 -0.81 -2.79
11 C -1.66 -0.83 -2.11
12 N -1.58 -0.14 -1.02
13 C -0.56 -1.60 -2.73
14 H 0.39 1.98 2.75
15 H -0.63 1.98 4.19
16 H -0.42 3.48 3.28
17 H -4.91 1.53 1.11
18 H -4.83 0.52 -1.44
19 H -0.78 -1.88 -3.76
20 H -0.38 -2.52 -2.15
21 H 0.38 -1.02 -2.70
22 C 3.50 3.36 -1.76
23 C 2.68 3.33 -0.46
24 C 1.53 2.44 -0.56
25 N 0.61 1.76 -0.61
26 H 4.36 4.02 -1.63
27 H 2.90 3.73 -2.59
28 H 3.84 2.36 -2.01
29 H 2.32 4.32 -0.20
30 H 3.30 2.96 0.36
31 C 6.19 -3.47 -1.85
32 C 4.96 -3.06 -2.60
33 C 4.32 -3.93 -3.49
34 C 3.15 -3.45 -4.06
35 N 2.64 -2.26 -3.81
36 C 3.33 -1.46 -2.96
37 S 2.68 0.07 -2.56
38 N 4.49 -1.85 -2.35
39 H 6.81 -4.15 -2.44
40 H 5.88 -3.99 -0.94
41 H 6.76 -2.59 -1.57
42 H 4.71 -4.92 -3.70
43 H 2.59 -4.07 -4.77
44 C 4.06 -4.65 1.05
45 C 4.18 -3.79 2.13
46 C 3.20 -2.85 2.39
47 C 2.05 -2.74 1.59
48 C 1.96 -3.61 0.50
49 C 2.94 -4.56 0.23
50 Si 0.73 -1.40 1.92
51 C -0.75 -2.46 2.58
52 C -1.59 -3.14 1.70
53 C -2.70 -3.85 2.15
54 C -3.00 -3.89 3.50
55 C -2.18 -3.22 4.40
56 C -1.07 -2.52 3.94
57 H 4.83 -5.38 0.84
58 H 5.05 -3.85 2.77
59 H 3.30 -2.17 3.23
60 H 1.09 -3.55 -0.15
61 H 2.84 -5.21 -0.63
62 H 1.24 -0.96 3.28
63 H -1.39 -3.10 0.63
64 H -3.34 -4.37 1.44
65 H -3.87 -4.44 3.85
66 H -2.40 -3.25 5.46
67 H -0.43 -2.01 4.65

[3]
DFT (ωB97M-V/def2-TZVPD) results for a structure of composition C29H40BrNOPdSb2Si.

E_LUMO   -6.47 eV
HOMO energy   -0.509 Ha
Net charge   +2
E   -4730.427242 Ha
Relative energy (zero: lowest compared OMol25 entry of this formula, charge and spin)   0.000 eV
Spin multiplicity   1
Gap between HOMO and LUMO   7.4 eV

Element x y z (Å)
1 Pd 0.45 -0.32 0.48
2 O 1.70 -4.14 -4.36
3 C 1.41 -3.32 -3.35
4 C 0.34 -3.51 -2.47
5 C 0.17 -2.58 -1.47
6 N 0.96 -1.52 -1.28
7 C 1.96 -1.35 -2.15
8 Br 2.99 0.19 -1.91
9 C 2.23 -2.21 -3.19
10 H 1.08 -4.89 -4.41
11 H -0.33 -4.36 -2.55
12 H -0.65 -2.70 -0.77
13 H 3.05 -2.03 -3.86
14 C -0.16 2.94 2.77
15 Sb -0.71 0.93 2.40
16 C -0.34 -0.05 4.24
17 C -2.84 1.11 2.31
18 C -3.24 2.39 1.65
19 C -3.53 3.50 2.44
20 C -3.86 4.72 1.89
21 C -3.91 4.86 0.51
22 C -3.64 3.76 -0.29
23 C -3.31 2.52 0.25
24 C -3.07 1.36 -0.67
25 Sb -1.00 1.07 -1.13
26 C -0.22 3.01 -1.39
27 C -1.07 0.29 -3.09
28 H -0.56 3.23 3.74
29 H -0.62 3.56 2.01
30 H 0.92 3.07 2.77
31 H -1.03 0.34 4.99
32 H 0.68 0.14 4.55
33 H -0.49 -1.12 4.10
34 H -3.16 1.10 3.35
35 H -3.25 0.22 1.83
36 H -3.50 3.39 3.52
37 H -4.08 5.56 2.53
38 H -4.17 5.80 0.06
39 H -3.72 3.85 -1.37
40 H -3.55 1.52 -1.63
41 H -3.44 0.42 -0.27
42 H -0.74 3.50 -2.21
43 H 0.84 2.93 -1.62
44 H -0.36 3.59 -0.48
45 H -1.71 0.94 -3.68
46 H -1.48 -0.72 -3.07
47 H -0.07 0.27 -3.52
48 C 3.00 0.52 2.40
49 C 3.61 1.41 1.34
50 C 2.87 2.39 0.69
51 C 3.46 3.21 -0.25
52 C 4.80 3.04 -0.58
53 C 5.54 2.06 0.05
54 C 4.95 1.26 1.02
55 H 2.38 1.11 3.08
56 H 3.80 0.10 3.01
57 H 1.82 2.51 0.92
58 H 2.88 3.99 -0.73
59 H 5.27 3.69 -1.32
60 H 6.59 1.93 -0.19
61 H 5.55 0.50 1.52
62 C 3.16 -4.16 2.87
63 Si 1.48 -3.58 2.32
64 C 0.85 -4.63 0.92
65 C 0.24 -3.56 3.70
66 C 1.79 -1.78 1.81
67 C 2.22 -0.64 1.93
68 H 3.20 -5.25 2.87
69 H 3.39 -3.81 3.88
70 H 3.94 -3.80 2.20
71 H 0.82 -5.66 1.28
72 H 1.51 -4.61 0.05
73 H -0.17 -4.37 0.61
74 H 0.10 -4.58 4.08
75 H -0.74 -3.21 3.38
76 H 0.58 -2.96 4.55

[4]
DFT (ωB97M-V/def2-TZVPD) results for an isolated molecule of C8H10OS.

E_LUMO   0.37 eV
HOMO energy   -0.324 Ha
E   -784.156628 Ha
Relative energy (zero: lowest compared OMol25 entry of this formula, charge and spin)   1.793 eV
Spin multiplicity   1
Gap between HOMO and LUMO   9.2 eV

Element x y z (Å)
1 O -1.56 1.66 -1.23
2 C 2.62 -1.18 -1.00
3 C 1.53 -2.06 -1.36
4 C 2.32 0.14 -0.67
5 C 0.19 -1.48 -1.45
6 C 1.01 0.64 -0.58
7 C -0.04 -0.20 -0.87
8 S -1.60 0.34 -0.55
9 C -2.31 0.66 2.07
10 C -1.20 1.10 1.13
11 H 3.68 -1.48 -0.85
12 H 1.62 -3.11 -1.64
13 H 3.05 0.93 -0.36
14 H -0.67 -2.14 -1.79
15 H 0.71 1.52 -0.17
16 H -2.16 0.98 3.04
17 H -3.21 1.20 1.79
18 H -2.55 -0.40 1.97
19 H -0.22 0.77 1.40
20 H -1.21 2.10 1.12

[5]
DFT (ωB97M-V/def2-TZVPD) results for a structure of composition C25H28F5O3Pm.

E_LUMO (spin up / spin down)   0.18 / 0.18 eV
HOMO energy (spin up / spin down)   -0.283 / -0.287 Ha
E   -2302.797437 Ha
Relative energy (zero: lowest compared OMol25 entry of this formula, charge and spin)   0.000 eV
Spin multiplicity   5
Gap between HOMO and LUMO (spin up / spin down)   7.9 / 8.0 eV

Element x y z (Å)
1 O -0.30 0.28 -0.75
2 C 0.81 0.08 -1.74
3 C 0.16 1.00 -2.74
4 H 0.80 -0.97 -2.06
5 H 1.77 0.40 -1.33
6 C -0.94 1.21 -1.71
7 H -0.31 0.49 -3.57
8 H 0.76 1.87 -3.03
9 C -2.28 0.66 -2.16
10 H -2.18 -0.38 -2.48
11 H -2.65 1.24 -3.03
12 H -3.02 0.71 -1.35
13 C -0.99 2.65 -1.28
14 H 0.02 3.04 -1.12
15 H -1.58 2.79 -0.36
16 H -1.46 3.24 -2.08
17 Pm -0.03 0.26 1.75
18 C 0.79 2.28 3.30
19 C 1.93 1.44 3.23
20 C 2.44 1.50 1.90
21 H 2.39 0.93 4.07
22 C 1.60 2.37 1.15
23 C 0.58 2.86 2.01
24 H -0.20 3.57 1.75
25 H 0.20 2.48 4.19
26 H 3.36 1.03 1.55
27 H 1.75 2.67 0.11
28 C -2.01 0.20 3.56
29 C -2.22 1.43 2.87
30 C -2.63 1.12 1.54
31 H -2.11 2.42 3.28
32 C -2.68 -0.30 1.42
33 C -2.30 -0.87 2.67
34 H -2.31 -1.93 2.92
35 H -1.73 0.12 4.61
36 H -2.93 1.84 0.79
37 H -3.01 -0.85 0.53
38 O 0.34 -0.60 -4.79
39 C -0.17 0.30 -5.83
40 C 0.19 -0.25 -7.21
41 H 0.25 1.31 -5.69
42 H -1.26 0.39 -5.69
43 C 1.21 -1.37 -6.92
44 H 0.59 0.54 -7.85
45 H -0.71 -0.66 -7.67
46 C 1.09 -1.66 -5.42
47 H 2.23 -1.01 -7.13
48 H 1.02 -2.27 -7.52
49 H 2.08 -1.72 -4.93
50 H 0.56 -2.60 -5.23
51 F 1.52 -4.28 7.54
52 C 1.31 -3.54 6.43
53 C 1.02 -2.18 6.55
54 F 0.93 -1.60 7.77
55 C 0.81 -1.42 5.42
56 F 0.50 -0.10 5.54
57 C 0.88 -1.99 4.13
58 O 0.65 -1.29 3.05
59 C 1.17 -3.37 4.03
60 F 1.22 -3.92 2.80
61 C 1.39 -4.13 5.16
62 F 1.67 -5.45 5.05

[6]
DFT (ωB97M-V/def2-TZVPD) results for an isolated molecule of C7H10.

E_LUMO   0.16 eV
HOMO energy   -0.292 Ha
E   -272.596772 Ha
SMILES   C=C/C=C/C(=C)C
Relative energy (zero: lowest compared OMol25 entry of this formula, charge and spin)   3.299 eV
Spin multiplicity   1
Gap between HOMO and LUMO   8.1 eV

Element x y z (Å)
1 C -1.16 -1.46 2.19
2 C -0.60 -0.35 1.35
3 C -0.96 0.92 1.68
4 C 0.42 0.38 -0.70
5 C 0.18 -0.70 0.10
6 C 1.15 1.12 -2.96
7 C 1.15 0.25 -1.95
8 H -0.36 -2.02 2.72
9 H -1.84 -1.10 2.96
10 H -1.69 -2.15 1.50
11 H -1.07 1.76 1.01
12 H -0.85 1.23 2.73
13 H 0.59 1.34 -0.25
14 H 0.34 -1.78 0.11
15 H 1.40 0.91 -4.01
16 H 0.48 1.97 -2.86
17 H 1.72 -0.67 -2.12